Record 1
Density functional theory data (ωB97M-V/def2-TZVPD) for C14H16N2O5S as an isolated structure at a distorted geometry.

XYZ file:
```
38
Properties=species:S:1:pos:R:3:forces:R:3
C 3.51878 1.91451 -0.15201 -11.47 0.90 3.29
C 2.88532 0.60208 -0.31300 -3.01 -2.14 0.96
C 2.82745 -0.00345 -1.53082 -5.16 -5.64 8.57
C 2.03972 -1.32395 -1.63034 -0.29 -1.28 -0.36
C 1.38281 -1.98162 -0.63066 1.72 4.38 3.67
C 1.36692 -1.20938 0.77838 5.46 2.13 -8.68
C 2.01254 -0.04271 0.98867 3.58 -0.79 -10.12
C 2.12736 0.83004 2.00997 1.13 -0.90 7.73
H 1.57163 0.27141 2.80489 0.48 0.81 0.52
H 1.72939 1.74817 2.03451 -2.25 3.42 -1.07
H 3.12059 1.15363 2.47112 -0.56 -1.35 -0.92
H 0.84129 -1.45647 1.49200 -5.22 -3.38 7.00
O 0.67267 -3.16728 -0.71779 -0.57 1.99 1.37
S -0.71965 -3.03418 0.19364 -1.65 -13.16 0.09
O -1.50454 -4.13394 -0.64485 2.63 4.31 3.54
O -0.61106 -3.30932 1.69340 0.50 1.19 -4.51
C -1.43238 -1.66353 0.00049 -4.66 10.84 2.17
C -1.99998 -0.92539 1.10949 2.16 1.77 -8.37
N -2.40762 0.46523 0.89339 -0.49 -7.21 13.48
C -2.60193 1.09623 -0.13689 -0.80 3.45 -7.24
O -3.08674 2.15583 -0.41584 -2.00 3.72 2.19
N -2.18435 0.48618 -1.19326 4.64 -4.65 -8.22
C -1.50218 -0.77503 -1.30224 -3.57 1.70 8.55
O -1.13372 -1.32897 -2.20281 2.97 -2.60 -8.67
C -2.13529 1.28780 -2.84812 2.92 -1.25 5.06
H -1.66975 0.48324 -3.39460 0.24 0.16 -0.33
H -3.15407 1.21550 -2.81368 -2.57 1.24 -1.01
H -1.49064 2.18293 -2.57498 -1.51 -0.99 -0.88
C -3.11894 0.96344 2.25497 6.11 3.75 -4.47
H -3.38161 1.93990 1.92280 -1.13 0.80 -0.08
H -2.24278 1.22855 2.83919 -0.47 -1.07 1.11
H -3.88332 0.38177 2.43677 -3.47 -3.08 1.67
H -1.88977 -1.30863 2.01808 -0.21 -1.05 4.09
H 1.89378 -1.95653 -2.55662 0.74 1.41 0.43
H 3.12394 0.23931 -2.37640 3.28 3.01 -7.37
H 2.84425 2.91874 0.11917 1.46 -2.96 -0.02
H 4.30843 1.86115 0.31328 7.67 -0.35 6.35
H 3.88344 2.19473 -0.93931 3.37 2.84 -9.53
```
Positions in Å, forces in eV/Å.

Summary:
**Net charge**: 0
**Energy above the lowest of the compared OMol25 structures with the same formula, charge and spin**: 307.5 kcal/mol

---

Record 2
Density functional theory data (ωB97M-V/def2-TZVPD) for a 7-piece molecular cluster, C6H25NO6 overall at a distorted geometry.

XYZ file:
```
38
Properties=species:S:1:pos:R:3:forces:R:3
C 2.04754 2.01088 0.62787 0.14 -0.76 0.40
C 2.43412 0.54989 0.39022 -0.60 -0.03 -0.61
N 1.26850 -0.33395 0.38355 0.11 -0.68 -0.23
C 0.54860 -0.44189 -0.90727 0.53 0.52 0.75
C -0.40868 -1.56058 -0.55473 -1.06 -1.07 -1.02
C 0.41030 -2.53848 0.33406 -0.25 0.52 0.09
C 1.64983 -1.71724 0.66740 0.62 0.42 0.75
H 2.08418 2.21188 1.69581 -0.16 0.18 0.14
H 1.03040 2.17115 0.27599 0.07 0.29 -0.12
H 2.75522 2.67128 0.14623 0.02 0.27 -0.19
H 2.85785 0.43531 -0.60655 0.63 0.12 -0.17
H 3.14454 0.15906 1.12221 0.01 0.23 -0.03
H 1.20568 -0.75930 -1.73312 0.25 0.11 0.29
H 0.20150 0.56239 -1.15337 -0.69 -0.38 -0.22
H -1.34514 -1.23229 -0.09604 0.35 0.21 0.45
H -0.81144 -2.15520 -1.38750 0.31 0.48 -0.23
H 0.70207 -3.45660 -0.16618 -0.15 -0.05 -0.22
H -0.22278 -2.81386 1.17574 0.35 -0.01 0.31
H 2.01174 -1.72542 1.70212 -0.26 -0.44 0.00
H 2.52800 -2.00536 0.05662 -0.29 -0.07 -0.11
O -2.77758 1.44551 0.82670 -0.07 -0.02 -0.34
H -1.93890 1.07874 1.13764 0.08 -0.17 0.42
H -2.92470 0.99113 -0.01530 -0.11 0.10 0.08
O -3.09416 -1.59086 1.93180 0.50 -0.12 0.41
H -2.63234 -2.33427 2.33913 -0.30 -0.26 -0.20
H -2.58677 -0.87038 2.33493 -0.18 0.33 -0.24
O -1.58710 1.77313 -2.33890 -0.17 0.17 0.01
H -1.65622 2.60680 -1.83972 0.27 -0.21 -0.10
H -1.50289 2.01781 -3.26651 -0.05 -0.02 0.12
O -1.16167 3.38076 -0.09621 -0.11 0.22 0.10
H -1.91133 2.95451 0.37178 0.17 -0.06 -0.10
H -1.00601 4.22171 0.34198 -0.04 0.03 -0.06
O 0.48849 -1.85704 -3.86155 -0.01 0.03 -0.44
H -0.14211 -2.34588 -3.32792 0.06 -0.01 0.11
H 1.30290 -1.81745 -3.35551 -0.02 -0.12 0.06
O -0.69689 0.05247 2.36316 -0.50 -0.10 -0.01
H -0.21003 -0.23940 1.55854 0.56 0.40 0.37
H -0.05474 0.50102 2.92293 0.01 -0.03 -0.21
```
Positions in Å, forces in eV/Å.

Summary:
**Net charge**: 0
**Energy above the lowest of the compared OMol25 structures with the same formula, charge and spin**: 20.6 kcal/mol

---

Record 3
Density functional theory data (ωB97M-V/def2-TZVPD) for C25H24BBrN15OSn as an isolated structure.

XYZ file:
```
68
Properties=species:S:1:pos:R:3:forces:R:3
Sn 0.44138 -0.31261 -0.23268 0.10 0.03 -0.03
C -1.42210 -1.70902 3.43942 0.00 0.00 0.01
C -0.46971 -1.82036 2.44242 0.02 0.01 0.02
N -0.57455 -0.78568 1.59387 -0.04 -0.02 -0.06
N -1.60958 -0.01028 2.01383 0.01 0.03 -0.02
C -2.11947 -0.55605 3.13067 0.01 0.01 0.00
B -2.04437 1.25059 1.21205 -0.03 -0.06 0.01
N -0.86763 2.22888 1.08396 -0.02 0.03 0.03
C -0.72897 3.54674 1.31798 0.03 0.01 -0.02
C 0.47014 3.97565 0.78744 -0.01 -0.01 0.01
C 1.03117 2.84351 0.22209 0.01 0.00 0.02
N 0.22578 1.78614 0.39470 -0.01 -0.01 -0.04
N -2.43155 0.84665 -0.23581 -0.01 -0.04 -0.01
C -3.39848 1.32392 -1.04153 0.01 0.04 0.01
C -3.20375 0.86687 -2.32631 0.01 -0.01 0.00
C -2.04404 0.11523 -2.25542 -0.03 -0.02 0.00
N -1.56893 0.09987 -0.99993 0.02 0.04 0.00
N -3.25232 1.86617 1.97803 0.02 0.01 0.03
C -4.53743 1.66234 1.90762 -0.01 -0.01 0.00
C -5.16188 2.38837 2.98940 -0.01 0.01 -0.01
C -4.05975 2.98980 3.67754 0.00 0.00 0.00
N -2.93598 2.68616 3.11027 -0.01 0.00 -0.01
H -1.58403 -2.36790 4.27562 0.00 0.00 0.00
H 0.27827 -2.58508 2.29451 0.00 0.00 0.00
H -2.93909 -0.10160 3.66121 0.00 0.00 0.00
H -1.47399 4.10452 1.85710 -0.01 -0.01 0.01
H 0.87796 4.97147 0.81470 0.00 0.00 0.00
H 1.97479 2.75372 -0.29058 0.00 0.00 -0.01
H -4.16716 1.98471 -0.67661 0.01 -0.01 -0.01
H -3.81478 1.05967 -3.19167 0.00 0.00 0.00
H -1.52413 -0.40136 -3.04276 0.00 0.00 -0.01
H -5.01358 1.03358 1.16904 0.00 0.00 0.02
H -6.21901 2.44568 3.20995 0.00 0.00 0.00
H -4.08744 3.61742 4.55750 0.00 0.00 0.00
O -0.50732 -6.43079 -1.47586 0.00 -0.01 -0.01
C -0.33249 -5.16448 -1.21710 0.00 0.00 0.01
C -1.35460 -4.25130 -0.89689 -0.01 0.00 0.00
C -1.01709 -2.95374 -0.65157 0.00 -0.01 0.00
N 0.25670 -2.46440 -0.70244 -0.04 0.01 0.01
C 1.23636 -3.36680 -0.99606 0.03 0.05 0.00
Br 3.03231 -2.81848 -1.03753 -0.03 -0.04 0.00
C 0.98705 -4.68519 -1.25636 0.01 -0.02 -0.01
H -1.42887 -6.73249 -1.44097 0.00 0.00 0.00
H -2.39077 -4.55796 -0.84149 0.00 0.00 0.00
H -1.78855 -2.23972 -0.40099 0.00 0.00 0.00
H 1.79529 -5.36676 -1.48456 0.00 0.00 0.00
N 0.64056 -0.86075 -3.69861 0.02 0.03 -0.03
C 1.61424 -0.03991 -3.24298 -0.07 -0.03 0.03
N 2.38484 0.56779 -4.09520 0.02 0.02 -0.03
C 3.40959 1.28196 -3.59641 -0.01 -0.02 0.00
N 4.12033 2.03365 -4.39276 0.00 0.00 0.00
N 3.79125 1.19859 -2.27710 0.03 0.01 0.01
C 2.95388 0.61960 -1.49180 -0.05 0.04 -0.03
N 1.73918 0.11191 -1.87612 -0.01 -0.04 0.12
C 3.32450 0.43870 -0.06265 0.02 0.00 -0.01
C 4.57648 0.77702 0.40284 0.00 0.00 0.01
C 4.87915 0.53610 1.74080 -0.01 0.00 0.00
C 3.90809 -0.01103 2.56427 0.01 0.01 -0.01
C 2.66569 -0.30814 2.03208 -0.01 0.00 0.01
N 2.38572 -0.10435 0.73846 0.00 0.02 0.00
H 0.64347 -0.98205 -4.70493 0.01 0.00 -0.01
H 0.46497 -1.70568 -3.17599 -0.01 -0.02 0.02
H 3.89451 2.08751 -5.37709 0.00 0.00 0.00
H 4.93357 2.52374 -4.04787 0.00 0.00 0.00
H 5.29618 1.21124 -0.27657 0.00 0.00 0.00
H 5.85994 0.77761 2.13026 0.00 0.00 0.00
H 4.10119 -0.20622 3.61014 0.00 0.00 0.00
H 1.87887 -0.71288 2.65144 -0.01 -0.01 0.00
```
Positions in Å, forces in eV/Å.

Summary:
**Net charge**: +4
**Energy above the lowest of the compared OMol25 structures with the same formula, charge and spin**: 0.0 kcal/mol
**2S+1**: 2
**⟨S²⟩**: 0.76

---

Record 4
Density functional theory data (ωB97M-V/def2-TZVPD) for a 2-piece molecular cluster, C5H7N2O overall at a distorted geometry.

XYZ file:
```
15
Properties=species:S:1:pos:R:3:forces:R:3
C 1.66213 -0.22943 2.18583 -0.56 -0.38 1.99
C -0.27767 -1.60138 0.13240 1.07 -1.22 0.54
C -0.10462 1.49125 -0.97178 1.82 1.76 0.00
C -0.03007 -3.01119 0.40961 -2.63 -0.04 -1.12
C -0.51261 2.90503 -1.09265 3.37 -1.58 2.49
N -0.50787 -0.58277 -0.31771 1.14 -0.87 0.81
N -0.86431 0.63738 -0.45212 -2.29 0.86 -0.37
O 1.38012 -0.45377 3.26630 0.57 0.42 -1.95
H 0.98200 1.41051 -1.15823 -0.50 -1.09 -0.34
H -0.99159 -3.33718 0.86521 0.46 -0.10 -0.28
H -0.06328 -3.35935 -0.65161 0.47 -0.59 0.87
H 0.74062 -3.41592 1.04600 0.72 0.71 -0.16
H 0.35805 3.35354 -0.47889 -1.66 0.11 -0.68
H -1.46143 3.03156 -0.71658 -2.04 0.88 0.63
H -0.30947 3.16171 -2.06577 0.05 1.12 -2.43
```
Positions in Å, forces in eV/Å.

Summary:
**Net charge**: +1
**Energy above the lowest of the compared OMol25 structures with the same formula, charge and spin**: 65.6 kcal/mol

---

Which value of energy above the lowest of the compared OMol25 structures with the same formula, charge and spin does entry 4 give? 65.6 kcal/mol

---

What is the energy above the lowest of the compared OMol25 structures with the same formula, charge and spin in the second record? 20.6 kcal/mol

---

What is the energy above the lowest of the compared OMol25 structures with the same formula, charge and spin in the second record? 20.6 kcal/mol